(1)
The following is a DFT calculation (ωB97M-V/def2-TZVPD) of a 3-piece molecular cluster, C3H4FNS overall.

The molar mass comes out at 105.137 g/mol. The calculation puts the HOMO energy (spin up / spin down) at -8.572 / -8.622 eV. The value obtained for the orbital gap (spin up / spin down) is 7.39 / 7.72 eV.

Geometry as ORCA input:
```
! wB97M-V def2-TZVPD RIJCOSX def2/J DEFGRID3
* xyz 0 1
C -1.36141 0.86118 0.16716
C 1.23814 -0.30963 1.40563
C -0.95869 -0.38314 -0.21352
N -1.45338 1.92232 0.55322
F -1.74493 -1.12901 -1.11173
S 0.22993 -1.28379 0.53946
H 0.81994 -0.10592 -2.51524
H 1.80873 -0.78216 2.09454
H 1.25836 0.81791 1.40764
H 0.16331 0.39223 -2.32716
*
```

Results of the Mulliken charge analysis, in e, for atoms 1 through 6:
1 C 0.47
2 C -0.59
3 C 0.03
4 N -0.35
5 F -0.25
6 S 0.07

(2)
The following is a DFT calculation (ωB97M-V/def2-TZVPD) of C39H31F2MnN6O3S as an isolated structure.

The molar mass comes out at 756.717 g/mol. Its expectation value of S² is 0.768. The calculation puts the HOMO energy (spin up / spin down) at -5.281 / -4.618 eV. The value obtained for the orbital gap (spin up / spin down) is 7.14 / 6.36 eV.

Geometry as ORCA input:
```
! wB97M-V def2-TZVPD RIJCOSX def2/J DEFGRID3
* xyz -1 2
Mn -0.67790 1.09080 0.01425
O -7.02376 -1.44503 0.57270
C -6.52449 -1.08050 -0.50662
O -6.95875 -1.11913 -1.66954
C -5.07963 -0.52119 -0.38101
C -4.37010 -0.12632 -1.50661
C -3.07386 0.34286 -1.35511
N -2.50850 0.41747 -0.14868
C -3.17711 0.05304 0.94940
C -4.47238 -0.42423 0.86644
C -2.36732 0.15640 2.19028
C -2.87986 -0.13656 3.44599
C -2.04847 -0.05361 4.54878
C -0.72528 0.31263 4.36651
C -0.29086 0.60028 3.08396
N -1.08462 0.53639 2.01948
C -2.16500 0.79917 -2.42752
C -2.49596 0.78781 -3.77287
C -1.56091 1.22856 -4.69408
C -0.32711 1.66518 -4.24423
C -0.07061 1.65046 -2.88382
N -0.96487 1.23266 -1.99104
H -4.86528 -0.21026 -2.46439
H -5.04827 -0.74745 1.72292
H -3.91556 -0.42514 3.55047
H -2.42983 -0.27533 5.53694
H -0.03637 0.38196 5.19650
H 0.73369 0.89784 2.89733
H -3.46628 0.43153 -4.08782
H -1.79289 1.22315 -5.75111
H 0.43917 1.99963 -4.92897
H 0.88323 1.96452 -2.48455
C 4.58322 -3.71942 0.42594
C 4.29122 -2.26445 0.77770
N 4.14458 -1.39146 -0.38155
C 5.29879 -0.61345 -0.80123
C 6.22001 -1.35177 -1.76454
C 2.97144 -1.36863 -1.08098
S 2.78999 -0.40685 -2.46521
N 2.02498 -2.19517 -0.60122
C 0.75173 -1.88062 -0.44533
O 0.29074 -0.72240 -0.32879
C -0.18724 -3.04597 -0.28782
C 0.27692 -4.35851 -0.29095
C -0.61183 -5.41398 -0.15927
C -1.97434 -5.17079 -0.03186
C -2.44486 -3.86559 -0.03588
C -1.55065 -2.81270 -0.16105
H 4.65744 -4.31908 1.33579
H 5.51988 -3.81447 -0.12375
H 3.77769 -4.11625 -0.18836
H 5.10512 -1.85833 1.38333
H 3.37810 -2.21363 1.37151
H 5.84542 -0.32337 0.10088
H 4.92740 0.29073 -1.27952
H 6.65406 -2.24196 -1.30700
H 7.03782 -0.69917 -2.07748
H 5.65715 -1.64766 -2.64969
H 1.33812 -4.53313 -0.40016
H -0.24217 -6.43215 -0.16203
H -2.66800 -5.99699 0.06294
H -3.50573 -3.66419 0.04816
H -1.90261 -1.79221 -0.17614
F -4.03475 5.35614 0.03204
C -2.79756 4.85602 0.25722
C -2.55681 3.51842 0.03925
C -1.28194 2.97933 0.25591
C -0.27206 3.86428 0.71215
C -0.57570 5.20658 0.91784
F 0.37656 6.07724 1.35358
C -1.82642 5.73749 0.69972
C 1.05046 3.25595 0.89957
C 2.19331 3.88169 1.40756
C 3.37370 3.17197 1.51284
C 3.40721 1.84275 1.11646
C 2.24278 1.27819 0.63693
N 1.09232 1.95382 0.53181
H -3.38365 2.90535 -0.30365
H -2.03396 6.78386 0.86576
H 2.14804 4.91365 1.71104
H 4.26179 3.65603 1.89995
H 4.30978 1.24905 1.16689
H 2.19828 0.24824 0.31668
*
```

Results of the Mulliken charge analysis, in e, for atoms 1 through 6:
1 Mn -0.07
2 O -0.74
3 C 0.34
4 O -0.74
5 C -1.23
6 C -0.70

(3)
The following is a DFT calculation (ωB97M-V/def2-TZVPD) of C6H12O4Rh as an isolated structure.

The molar mass comes out at 251.064 g/mol. Its expectation value of S² is 8.765. The calculation puts the HOMO energy (spin up / spin down) at -16.535 / -19.748 eV. The value obtained for the orbital gap (spin up / spin down) is 8.14 / 8.00 eV.

Geometry as ORCA input:
```
! wB97M-V def2-TZVPD RIJCOSX def2/J DEFGRID3
* xyz 2 6
O 0.72045 1.50748 0.61694
C -0.16766 2.40002 -0.01124
C -1.25415 1.66602 -0.78636
O -1.73176 0.58117 0.02813
C -2.81920 -0.13603 -0.54690
Rh -0.17714 -0.08187 1.06204
H 0.37609 3.04840 -0.71935
H -0.64624 3.04523 0.74673
H -0.84861 1.23458 -1.71612
H -2.09763 2.32855 -1.02728
H -3.33387 -0.68455 0.24835
H -3.51178 0.57536 -1.01505
H -2.45095 -0.83407 -1.31270
C -0.33743 -2.79565 -0.32872
O 0.41881 -1.64372 0.05042
C 1.64106 -1.46464 -0.65512
C 2.30681 -0.22941 -0.08771
O 2.64982 0.69515 -0.76335
H -1.16118 -2.92251 0.38451
H -0.76645 -2.62047 -1.32187
H 0.33571 -3.66055 -0.37310
H 1.42099 -1.33011 -1.72891
H 2.28885 -2.34298 -0.51301
*
```

Results of the Mulliken charge analysis, in e, for atoms 1 through 6:
1 O -0.46
2 C -0.19
3 C -0.47
4 O -0.39
5 C -0.70
6 Rh 1.33

(4)
The following is a DFT calculation (ωB97M-V/def2-TZVPD) of C2H7N2O as an isolated structure.

The molar mass comes out at 75.091 g/mol. The calculation puts the HOMO energy at -15.076 eV. The value obtained for the orbital gap is 10.52 eV.

Geometry as ORCA input:
```
! wB97M-V def2-TZVPD RIJCOSX def2/J DEFGRID3
* xyz 1 1
C -0.17883 -0.39641 -0.10089
C -0.81149 -1.04917 1.03615
N 0.11391 1.42278 0.21745
N 0.28911 -0.65806 -1.23995
O 0.90570 1.81343 -0.85273
H -1.21105 -2.06940 0.72797
H -0.11166 -1.36830 1.85188
H -1.55824 -0.56212 1.64266
H 0.71271 1.19534 1.11224
H 0.27880 -1.43593 -1.80482
H 0.75543 0.28068 -1.56488
H 0.81562 2.82716 -1.02509
*
```

Results of the Mulliken charge analysis, in e, for atoms 1 through 6:
1 C 0.59
2 C -1.09
3 N -0.27
4 N -0.14
5 O -0.43
6 H 0.34

(5)
The following is a DFT calculation (ωB97M-V/def2-TZVPD) of a 2-piece molecular cluster, C2F2O overall.

The molar mass comes out at 78.017 g/mol. The calculation puts the HOMO energy (spin up / spin down) at -10.360 / -10.753 eV. The value obtained for the orbital gap (spin up / spin down) is 5.63 / 6.26 eV.

Geometry as ORCA input:
```
! wB97M-V def2-TZVPD RIJCOSX def2/J DEFGRID3
* xyz 0 1
C 0.18917 0.56907 0.41792
C 1.06440 0.09790 1.09581
O -1.01526 -0.70731 -1.67687
F 1.88887 0.01499 2.02980
F -2.12718 0.02535 -1.86666
*
```

Want to see where the charge sits? The Mulliken charges in e are:
1 C -0.14
2 C 0.34
3 O -0.07
4 F -0.16
5 F 0.02

(6)
The following is a DFT calculation (ωB97M-V/def2-TZVPD) of C30H49Cl3IrN3O4Si as an isolated structure.

The molar mass comes out at 842.401 g/mol. Its expectation value of S² is 6.018. The calculation puts the HOMO energy (spin up / spin down) at -3.755 / -7.260 eV. The value obtained for the orbital gap (spin up / spin down) is 4.12 / 4.82 eV.

Geometry as ORCA input:
```
! wB97M-V def2-TZVPD RIJCOSX def2/J DEFGRID3
* xyz 0 5
C -4.74559 -4.16839 -1.63362
C -4.33636 -5.02006 -2.79756
H -5.30009 -3.29495 -1.98678
H -3.87171 -3.82031 -1.07635
H -5.38177 -4.76553 -0.95393
C -5.24496 -5.53618 -3.63614
C -6.66616 -5.09210 -3.75047
H -5.02974 -6.42461 -4.24507
H -6.74636 -4.00568 -3.88853
H -7.26487 -5.37803 -2.87475
H -7.11860 -5.56929 -4.62615
Ir -0.04502 -2.82842 -0.43024
Cl -0.54331 -5.03265 -0.64647
C 2.25732 -3.45037 -1.97356
O 1.23241 -2.67207 -1.93821
N 3.20026 -3.22529 -2.87689
C 3.06285 -2.03609 -3.71899
C 4.30197 -4.17583 -3.06219
H 2.37932 -4.29920 -1.27521
H 2.97614 -1.14042 -3.08575
H 2.16661 -2.10274 -4.35111
H 3.94800 -1.96175 -4.35232
H 4.78664 -4.38200 -2.09384
H 5.03680 -3.75090 -3.75716
H 3.93147 -5.13765 -3.45967
H 3.15981 0.32605 -0.41261
H 1.50875 1.65618 2.40012
C 2.45326 1.15401 -0.56104
C 1.18622 2.05694 1.42568
N 1.32646 1.06871 0.36255
H 2.08147 1.15360 -1.59062
C 0.42320 0.10396 0.22160
O 0.56627 -0.82749 -0.62045
H 0.13338 2.35654 1.51127
H -0.46134 0.17420 0.88434
H 2.96372 2.09822 -0.35646
H 1.79298 2.93306 1.17048
H -3.63105 2.96430 -0.54784
H -3.34348 0.43030 -2.52096
C -3.30102 3.35507 -1.52783
C -3.20973 1.36954 -3.07784
N -2.52428 2.37630 -2.27919
H -2.66724 4.23504 -1.34689
C -1.18200 2.30305 -2.09167
O -0.45724 1.37382 -2.45095
H -2.64685 1.16541 -3.99275
H -0.77548 3.19700 -1.56753
H -4.18504 3.62974 -2.11487
H -4.19775 1.76199 -3.34547
O -2.06197 -4.12066 -2.87270
C -2.83349 -5.33488 -2.85030
C -2.89210 -6.33972 -5.18365
C -2.38590 -6.36364 -3.88876
H -3.66610 -5.62705 -5.44601
C -2.41985 -7.23561 -6.15932
H -2.61327 -5.75946 -1.85915
C -1.43557 -7.33051 -3.53792
H -2.79933 -7.14561 -7.17235
C -1.50660 -8.22947 -5.79873
C -1.00206 -8.26012 -4.49067
H -1.04815 -7.33504 -2.51616
H -1.21132 -8.97791 -6.54281
H -0.26976 -9.01619 -4.20642
Si -1.90781 -3.00997 -4.31502
Cl -3.59003 -1.91393 -3.83670
C -2.54526 -3.34599 -6.10965
C -0.35288 -4.13712 -4.85210
C -0.71712 -1.49720 -4.24711
H -1.88961 -4.04907 -6.65405
H -2.49354 -2.38139 -6.62921
H -3.57690 -3.73202 -6.14198
H -1.20109 -0.57249 -4.60051
H 0.15718 -1.66356 -4.88295
H -0.33571 -1.28521 -3.23568
H -0.72919 -5.04576 -5.31920
H 0.23818 -4.42502 -3.98055
H 0.26880 -3.62745 -5.59499
Cl 2.20288 -2.53000 2.23012
C 0.89086 -1.65790 2.91780
C 1.16411 -0.73586 3.92811
C 0.13089 0.05059 4.44371
C -1.16760 -0.12458 3.97665
C -1.44520 -1.05463 2.97343
C -0.41110 -1.83712 2.42685
C -0.70109 -2.90328 1.39710
H 2.18114 -0.65125 4.30672
H 0.34307 0.79454 5.21334
H -1.97712 0.46553 4.41470
H -2.46014 -1.21311 2.61774
H -1.77743 -3.04837 1.27521
H -0.25559 -3.84889 1.73397
*
```

Results of the Mulliken charge analysis, in e, for atoms 1 through 6:
1 C -1.44
2 C 0.66
3 H 0.35
4 H -0.03
5 H 0.38
6 C -0.07